Record 1
ORCA calculation (ωB97M-V with the def2-TZVPD basis set) on a molecular structure, C3H8N2.

Last column: Löwdin spin population.
Atoms and positions in Å:
C  2.021  -0.038  -0.124  0.01
C  0.495  0.143  -0.358  0.06
N  -0.172  -0.332  0.835  0.49
C  -1.669  -0.373  0.583  0.19
N  -2.338  -0.244  -0.609  0.13
H  2.250  -1.082  -0.351  0.00
H  2.627  0.628  -0.743  0.00
H  2.195  0.132  0.939  0.00
H  0.180  -0.492  -1.194  0.01
H  0.238  1.184  -0.603  0.02
H  -2.536  0.733  -0.795  0.01
H  -1.118  0.634  1.014  0.07
H  -2.172  -0.894  1.407  0.01

Its spin multiplicity is 2. As for the molar mass: 72.1 g mol⁻¹. As for the charge: -1. The calculation puts the highest occupied orbital energy (alpha / beta) at -1.07 / -2.00 eV. The LUMO energy (alpha / beta) is 4.469 / 4.406 eV. The total energy is -228.46208 Ha. The gap between HOMO and LUMO (alpha / beta) comes out at 5.54 / 6.41 eV.



Record 2
ORCA calculation (ωB97M-V with the def2-TZVPD basis set) on 2 unconnected molecules or ions with the total composition ClH3N2S2.

Last column: Mulliken charge in e.
Atoms and positions in Å:
N  0.258  -0.871  0.470  -0.20
N  -0.057  0.342  0.460  0.24
S  -1.873  0.673  1.002  -0.04
S  0.879  1.604  0.250  -0.15
Cl  -0.929  -2.018  0.733  -0.04
H  1.719  -1.133  -1.811  0.09
H  -2.067  1.921  0.435  0.19
H  2.070  -0.516  -1.539  -0.09

As for the molar mass: 130.6 g mol⁻¹. As for the charge: 0. The calculation puts the highest occupied orbital energy at -9.18 eV. As for the SMILES: [S-]/[N+](S)=N/Cl.[H][H]. The LUMO energy is -0.972 eV. The total energy is -1367.69692 Ha. The gap between HOMO and LUMO comes out at 8.20 eV.



Record 3
ORCA calculation (ωB97M-V with the def2-TZVPD basis set) on 2 unconnected molecules or ions with the total composition C9H15FN2O4S.

Last column: Mulliken charge in e.
Atoms and positions in Å:
C  2.430  -1.496  -0.944  -1.41
C  1.932  -0.663  -2.125  0.79
N  2.383  -0.869  -3.274  -0.73
C  0.897  0.405  -1.897  -0.79
C  -0.208  -0.130  -0.962  -0.49
O  0.074  0.278  0.372  -0.37
S  -0.748  1.641  0.657  1.08
O  -1.033  1.624  2.039  -0.53
O  -0.079  2.816  0.258  -0.60
O  -1.975  1.323  -0.290  -0.36
C  -1.665  0.265  -1.241  0.29
C  -2.536  -0.902  -0.715  -0.90
C  -2.894  -1.906  -1.810  -0.35
F  -2.257  -3.104  -1.585  -0.31
H  2.311  -2.534  -1.235  0.40
H  3.497  -1.345  -0.818  0.48
H  1.918  -1.284  -0.014  0.24
H  3.068  -1.622  -3.213  0.27
H  0.534  0.719  -2.871  0.31
H  1.432  1.240  -1.453  0.35
H  -0.171  -1.206  -1.100  0.67
H  -1.937  0.519  -2.255  0.48
H  -2.016  -1.421  0.084  0.38
H  -3.435  -0.487  -0.274  0.53
H  -2.567  -1.513  -2.771  0.23
H  -3.961  -2.080  -1.865  0.32
C  0.750  1.956  4.624  -0.49
C  1.991  1.955  5.395  0.22
N  2.959  1.954  5.995  -0.36
H  0.214  2.888  4.788  0.28
H  0.970  1.857  3.565  0.07
H  0.121  1.125  4.934  0.27

As for the molar mass: 266.3 g mol⁻¹. As for the charge: 0. The calculation puts the highest occupied orbital energy at -10.41 eV. As for the SMILES: [H]/N=C(\C)C[C@H]1OS(=O)(=O)O[C@@H]1CCF.CC#N. The LUMO energy is 0.493 eV. The total energy is -1260.40250 Ha. The gap between HOMO and LUMO comes out at 10.90 eV.